# 1
The following is a DFT calculation (the ωB97M-V functional and the def2-TZVPD basis) of a molecular structure, C38H54BN6O2S4W.

Summary:
Frontier orbital gap (alpha / beta): 6.0 / 6.0 eV
E_HOMO (alpha / beta): -9.727 / -9.724 eV
Energy above the lowest of the compared OMol25 structures with the same formula, charge and spin: 59.2 kcal per mole
F_max: 1.68 eV/A
Net charge: +1
M: 949.8 g mol⁻¹
DFT total energy: -3644.1117 Ha
2S+1: 1

Structure (XYZ):
```
106
Properties=species:S:1:pos:R:3:mulliken_charge:R:1
W -1.10902 0.20109 0.29166 0.722
C -0.52436 -5.22872 -1.47232 -1.612
C 0.31497 -4.96432 -0.22141 1.263
C -0.55805 -4.68526 0.99219 -1.200
C 1.15471 -6.20643 0.06779 -2.257
N 1.24651 -3.80683 -0.45459 0.605
C 2.61307 -3.93494 -0.33592 -0.471
C 3.16634 -2.75896 -0.68409 -1.473
N 2.15759 -1.88852 -1.01849 0.289
B 2.54709 -0.62107 -1.83745 1.052
N 1.63628 -0.52466 -3.07683 0.320
C 1.93235 -1.23044 -4.21962 -1.555
C 1.02027 -0.90638 -5.15351 -0.188
N 0.14567 0.00186 -4.59025 0.530
C 0.53001 0.21447 -3.29943 -0.504
S -0.15117 1.30815 -2.16184 0.180
C -1.04553 0.54737 -5.30579 1.369
C -1.07657 0.00310 -6.73029 -2.244
C -0.95796 2.07333 -5.36154 -1.498
C -2.29356 0.07766 -4.56343 -0.830
N 2.60884 0.73294 -1.08939 0.781
C 3.35130 1.76079 -1.62038 -1.261
C 3.43115 2.74025 -0.69980 -0.578
N 2.72051 2.32774 0.40888 0.443
C 2.22215 1.09176 0.13781 -0.640
S 1.25852 0.10393 1.16695 0.151
C 2.69814 3.05199 1.71570 1.551
C 1.26296 3.19898 2.26347 -0.790
C 3.58937 2.26799 2.68585 -1.637
C 3.27752 4.44905 1.50740 -2.307
C 0.97964 -2.51315 -0.80457 -0.426
S -0.59199 -1.81459 -1.07067 0.125
H -1.10560 -6.13684 -1.31398 0.493
H 0.11393 -5.37283 -2.34614 0.385
H -1.21227 -4.41583 -1.67732 0.256
H -1.15852 -5.56223 1.23685 0.504
H -1.22404 -3.85275 0.81624 0.187
H 0.06928 -4.45132 1.85146 0.242
H 0.48120 -7.04818 0.21378 0.447
H 1.73682 -6.08982 0.98281 0.481
H 1.82189 -6.45153 -0.76027 0.521
H 3.10433 -4.84986 -0.06750 0.631
H 4.20025 -2.47535 -0.75992 0.702
H 3.65836 -0.81632 -2.23829 -0.210
H 2.77312 -1.89935 -4.27338 0.698
H 0.93975 -1.25111 -6.16576 0.538
H -0.19172 0.30082 -7.29465 0.502
H -1.94733 0.41361 -7.23825 0.418
H -1.16932 -1.08351 -6.74181 0.515
H -0.04083 2.38209 -5.86629 0.412
H -0.96739 2.50419 -4.36391 0.168
H -1.80593 2.46907 -5.92075 0.472
H -2.37821 -1.01009 -4.60780 0.423
H -3.18474 0.51606 -5.01426 0.566
H -2.23152 0.37606 -3.52218 -0.440
H 3.76276 1.71039 -2.61329 0.654
H 3.92368 3.69214 -0.75351 0.550
H 1.07977 2.50240 3.07673 -0.088
H 0.52056 3.01085 1.49012 -0.277
H 1.11473 4.21391 2.63536 0.535
H 3.18048 1.27262 2.85970 0.294
H 3.64601 2.78876 3.64174 0.475
H 4.59837 2.16796 2.28195 0.364
H 2.68408 5.01725 0.78850 0.504
H 4.31570 4.41263 1.17646 0.534
H 3.25524 4.97788 2.45793 0.495
C -2.54490 2.37049 0.84982 -0.104
C -2.70620 1.92505 -0.50909 0.004
C -3.32787 0.63675 -0.48118 0.952
C -3.54303 0.30449 0.88404 0.675
C -3.11796 1.40549 1.69387 1.448
C -3.44919 1.55200 3.13660 -1.777
C -4.35777 -0.85185 1.35849 -1.799
C -4.01494 -0.08973 -1.60617 -1.594
C -2.65157 2.88731 -1.65347 -1.329
C -2.11982 3.75635 1.21856 -1.831
H -4.49544 1.85651 3.22639 0.381
H -2.84557 2.31787 3.62092 0.459
H -3.33473 0.60594 3.66815 0.396
H -5.39765 -0.53523 1.47623 0.381
H -4.00569 -1.22176 2.32101 0.363
H -4.32320 -1.67426 0.64520 0.432
H -5.02135 -0.37207 -1.29633 0.546
H -3.48799 -0.99807 -1.90233 0.100
H -4.11005 0.55409 -2.47675 0.469
H -2.91054 2.41197 -2.59656 0.386
H -1.66846 3.34181 -1.76809 0.305
H -3.36495 3.69343 -1.46124 0.532
H -2.92225 4.46084 0.98472 0.387
H -1.24283 4.06899 0.65160 0.360
H -1.89569 3.83530 2.28070 0.485
O 1.70649 0.87365 8.09581 -0.485
C 2.19932 0.06447 7.14005 0.582
O 3.25984 -0.46981 7.29137 -0.548
C 1.36344 -0.12814 5.91311 0.802
C 1.59670 -1.27572 5.16113 -1.146
C 0.83371 -1.55084 4.04251 -0.025
C -0.15760 -0.66339 3.62911 -0.111
S -1.27269 -1.13306 2.33717 -0.053
C -0.34000 0.52138 4.33882 -0.241
C 0.39880 0.77737 5.48131 -1.058
H 0.81417 1.17657 7.90396 0.331
H 2.37846 -1.94976 5.48476 0.471
H 1.00919 -2.45333 3.47433 0.409
H -1.07111 1.23412 3.98964 0.350
H 0.22124 1.70487 6.01535 0.231
```

# 2
The following is a DFT calculation (the ωB97M-V functional and the def2-TZVPD basis) of a molecular structure, C38H54ClMoNOP4.

Summary:
Frontier orbital gap (alpha / beta): 5.4 / 4.8 eV
E_HOMO (alpha / beta): -11.757 / -11.756 eV
<S²>: 2.028
F_max: 3.40 eV/A
Net charge: +2
M: 796.1 g mol⁻¹
DFT total energy: -3503.6454 Ha
2S+1: 3

Structure (XYZ):
```
100
Properties=species:S:1:pos:R:3:mulliken_spin:R:1
P -1.73573 -1.03787 -3.64545 0.001
C -3.46081 -1.14783 -4.25702 0.001
C -3.98003 -0.35778 -5.29409 0.000
H -3.35770 0.40002 -5.77232 0.000
C -5.29799 -0.54476 -5.72216 0.000
H -5.68397 0.05942 -6.54244 0.000
C -6.11208 -1.49641 -5.10204 0.000
H -7.14081 -1.63529 -5.43697 0.000
C -5.60743 -2.26582 -4.04782 0.000
H -6.23941 -3.00853 -3.56034 0.000
C -4.29635 -2.08667 -3.61478 0.000
H -3.90143 -2.67379 -2.78357 0.000
C -1.12622 0.47220 -4.49057 -0.001
C -1.40839 1.70746 -3.86881 0.001
H -1.94833 1.71986 -2.91980 0.000
C -1.01666 2.89866 -4.47440 0.000
H -1.25470 3.84993 -3.99694 0.000
C -0.32497 2.87687 -5.68897 0.000
H -0.01721 3.81105 -6.16063 0.000
C -0.02393 1.65555 -6.29774 0.000
H 0.51565 1.62923 -7.24342 0.000
C -0.41335 0.45456 -5.69763 0.000
H -0.16469 -0.49500 -6.17368 0.000
C -0.90533 -2.37456 -4.58968 0.001
C -1.50253 -3.05633 -5.66096 0.000
H -2.52673 -2.82495 -5.95591 0.000
C -0.78346 -4.03331 -6.35635 0.000
H -1.25175 -4.54400 -7.19662 0.000
C 0.52287 -4.35117 -5.97509 0.000
H 1.07902 -5.11616 -6.51826 0.000
C 1.11318 -3.69199 -4.89195 0.000
H 2.13347 -3.93551 -4.59310 0.000
C 0.40119 -2.72406 -4.18731 -0.001
H 0.85076 -2.23212 -3.32158 0.001
Mo -0.19886 -0.12598 2.36139 1.110
C 1.69544 0.79700 1.96637 -0.033
C 2.04138 1.12523 0.69763 0.044
H 2.43023 1.01720 2.74852 -0.032
C 1.08776 0.69126 -0.39817 0.003
O 1.77038 -0.29992 -1.21774 0.002
H 1.20879 -0.52540 -1.97378 0.000
C -0.07548 0.10455 0.29461 -0.103
H 0.76688 1.54326 -1.02321 0.005
C -1.01558 -0.76662 0.50046 0.008
Cl -2.31345 -1.17081 3.00547 0.072
P 1.02623 -2.21409 2.79707 -0.048
P -1.43231 1.96424 2.74795 -0.072
C 0.44944 -3.26966 4.15897 0.006
H -0.61296 -3.49751 4.01315 0.002
H 0.58025 -2.74973 5.11432 -0.002
H 1.03412 -4.19969 4.17248 -0.001
C 0.92905 -3.30542 1.33753 0.004
H 1.35428 -2.79385 0.46478 0.000
H -0.12245 -3.53715 1.13016 0.000
H 1.48732 -4.23047 1.53673 -0.001
C 2.81404 -2.05357 3.07558 0.003
H 2.99465 -1.41534 3.94918 0.001
H 3.28451 -1.59125 2.19866 0.003
H 3.25228 -3.04717 3.24559 -0.001
C -2.25471 2.26401 4.33887 0.002
H -1.50630 2.37231 5.13179 0.006
H -2.91879 1.42767 4.58229 -0.001
H -2.84106 3.19014 4.26448 0.000
C -0.48696 3.48590 2.45436 0.001
H -0.04788 3.46234 1.44979 0.004
H 0.32609 3.56613 3.18603 0.001
H -1.15323 4.35526 2.54285 -0.003
C -2.80572 2.06303 1.54784 0.006
H -3.46614 1.19852 1.68102 0.000
H -2.41122 2.04946 0.52518 0.000
H -3.36032 2.99510 1.71730 0.000
P 3.65230 1.87612 0.29314 0.005
C 4.35981 2.61116 1.76142 0.003
C 3.32268 3.12462 -0.94581 0.003
H 4.59610 1.84896 2.51512 0.001
H 3.67827 3.35285 2.19944 0.000
H 5.29308 3.11876 1.47836 0.000
H 2.84772 2.66155 -1.82035 0.000
H 4.26964 3.59384 -1.24118 0.000
H 2.65247 3.88709 -0.52784 0.000
C 4.71877 0.58630 -0.34216 0.007
H 4.92551 -0.14646 0.44913 0.000
H 5.66258 1.03519 -0.67888 0.001
H 4.21462 0.08032 -1.17514 -0.001
H -1.81502 -1.27540 -0.00891 -0.002
C 2.60910 1.91525 4.80756 0.088
C 1.57971 1.16637 5.54762 0.289
C 1.52133 1.15136 6.96878 0.044
C 0.42480 0.36772 7.32314 0.161
C -0.16659 -0.08045 6.10028 0.286
C -1.38311 -0.89762 6.03291 0.061
N 0.55264 0.40776 5.02810 -0.012
H 3.17275 2.55012 5.50180 0.011
H 2.15844 2.57505 4.05932 0.012
H 3.34781 1.22908 4.36926 0.027
H 2.22863 1.68212 7.59859 -0.002
H 0.04851 0.13308 8.30948 0.001
H -2.20883 -0.35189 5.56800 0.020
H -1.68578 -1.15216 7.05411 0.000
H -1.22176 -1.83052 5.48753 0.012
```

Question: What is the formula in the first record?
Answer: C38H54BN6O2S4W